No. 1
8
Properties=species:S:1:pos:R:3:nbo_charge:R:1 method="wB97M-V/def2-TZVPD" fmax_ev_per_a=7.2 total_charge=-1 homo_energy_ev=-4.3 energy_ha=-717.86934 homo_lumo_gap_ev=8.0942
C 0.0027 1.3977 0.5463 0.362
N -1.0149 0.6189 0.3959 -0.793
O -0.3276 0.0663 2.5758 -1.045
O 0.3787 2.5034 -0.8335 -0.835
O 1.9481 0.8126 2.0914 -1.014
S 0.5459 1.2373 2.3185 1.477
H -1.6315 0.7930 -0.3987 0.405
H -1.2486 0.2975 1.4090 0.442


No. 2
9
Properties=species:S:1:pos:R:3:nbo_charge:R:1 method="wB97M-V/def2-TZVPD" fmax_ev_per_a=5.4 total_charge=-1 homo_energy_ev="-4.1 / -4.1" energy_ha=-793.14749 homo_lumo_gap_ev="7.7920 / 7.7915"
C -0.6142 -1.7083 -1.1818 -0.538
N -1.1080 -0.3890 -1.0714 0.490
O -2.2898 -0.0947 -0.8514 -0.456
O 0.0469 -1.9541 1.6523 -0.989
O -0.2439 0.4641 -1.3150 -0.456
O 1.9202 -2.1565 0.0470 -0.986
S 0.5790 -2.5802 0.4087 1.536
H -1.3895 -2.5883 -1.1263 0.191
H 0.0957 -1.8495 -1.8931 0.208


No. 3
7
Properties=species:S:1:pos:R:3:nbo_charge:R:1 method="wB97M-V/def2-TZVPD" fmax_ev_per_a=4.3 total_charge=-1 homo_energy_ev=-3.5 energy_ha=-965.72533 homo_lumo_gap_ev=7.2744
C -3.0509 0.4240 0.0121 0.115
N -0.3282 0.2097 0.0736 -1.010
O -2.7824 1.5985 0.0038 -0.689
S -4.4427 -0.3344 0.0140 -0.368
S -1.6482 -0.7697 -0.0301 0.240
H -0.8649 1.0264 0.1465 0.376
H 0.0755 0.3230 -0.8596 0.336


No. 4
7
Properties=species:S:1:pos:R:3:nbo_charge:R:1 method="wB97M-V/def2-TZVPD" fmax_ev_per_a=1.6 total_charge=-1 homo_energy_ev=-2.8 energy_ha=-965.67515 homo_lumo_gap_ev=6.2678
C 0.1737 -1.2736 0.0090 0.491
N -1.0279 0.7041 -0.1264 -1.103
O 0.0332 -1.6829 -1.0865 -0.557
S 0.6028 -1.3969 1.5490 -0.200
S 0.1878 1.8970 0.0559 0.009
H -1.1289 0.5182 -1.1005 0.306
H 1.1593 1.2341 0.6996 0.054


No. 5
7
Properties=species:S:1:pos:R:3:nbo_charge:R:1 method="wB97M-V/def2-TZVPD" fmax_ev_per_a=3.5 total_charge=0 homo_energy_ev="-8.1 / -8.1" energy_ha=-1117.94065 homo_lumo_gap_ev="6.1494 / 6.1468"
C -0.9098 -1.1579 0.0398 -0.301
N 0.2205 -1.6846 -0.0170 -0.307
P -1.4442 0.6441 -0.0789 0.066
P 2.3849 0.1002 -0.0639 0.130
P 0.6531 1.1137 0.0143 0.113
H -1.8559 -1.5566 -0.1722 0.249
H 0.9513 2.5412 0.2779 0.050


No. 6
7
Properties=species:S:1:pos:R:3:lowdin_charge:R:1 method="wB97M-V/def2-TZVPD" fmax_ev_per_a=1.3 total_charge=0 homo_energy_ev=-5.0 energy_ha=-376.03004 homo_lumo_gap_ev=4.7109
O 1.4481 1.7461 2.0494 -0.074
C 2.5353 1.8844 1.5180 -0.103
O 0.4416 -0.4177 -1.4084 -1.245
Na 0.3612 -2.3924 -2.1324 0.472
Rb -1.3119 0.4733 0.6302 0.772
H 3.4768 1.8136 2.0961 0.084
H 2.6126 2.1612 0.4469 0.095


No. 7
4
Properties=species:S:1:pos:R:3:nbo_charge:R:1 method="wB97M-V/def2-TZVPD" fmax_ev_per_a=6.9 total_charge=0 homo_energy_ev=-10.5 smiles="C=O" energy_ha=-114.49247 homo_lumo_gap_ev=10.6776
C -0.0141 0.0257 0.0486 0.237
O 0.3168 -0.1771 -1.2040 -0.504
H -0.7223 -0.6655 0.5046 0.132
H 0.4196 0.8170 0.6509 0.135


No. 8
6
Properties=species:S:1:pos:R:3:nbo_charge:R:1 method="wB97M-V/def2-TZVPD" fmax_ev_per_a=0.9 total_charge=0 homo_energy_ev=-10.3 smiles="O=C(O)S" energy_ha=-587.98385 homo_lumo_gap_ev=10.7662
C -0.4785 0.1643 0.0716 0.654
H 1.3604 -1.1289 -0.9064 0.151
H -2.1257 -0.3476 -0.7028 0.502
O -1.1740 -0.5701 -0.8082 -0.687
O -0.9605 0.8917 0.8819 -0.582
S 1.2945 -0.1301 0.0369 -0.038


No. 9
8
Properties=species:S:1:pos:R:3:nbo_charge:R:1 method="wB97M-V/def2-TZVPD" fmax_ev_per_a=3.4 total_charge=0 homo_energy_ev="-9.3 / -8.2" energy_ha=-1384.18366 homo_lumo_gap_ev="7.8419 / 6.6587"
C -1.1402 0.6648 0.4859 -0.464
O 2.7744 -1.4307 -2.4428 -0.811
O -2.2528 1.0908 2.4783 -0.838
S -0.4512 0.3553 -0.9574 0.157
S 1.8454 -0.0857 -2.7899 0.310
S -0.6345 0.9495 2.0279 0.674
H 2.2462 -2.1700 -2.1352 0.487
H -2.3874 0.6260 3.3333 0.485


No. 10
8
Properties=species:S:1:pos:R:3:nbo_charge:R:1 method="wB97M-V/def2-TZVPD" fmax_ev_per_a=5.8 total_charge=-2 homo_energy_ev=1.4 energy_ha=-947.72290 homo_lumo_gap_ev=3.3574
C 0.6715 6.5739 -8.6905 -1.198
O -1.6996 7.7179 -7.8678 -1.146
O 0.6789 7.9325 -6.8833 -1.084
O -0.8153 5.8066 -6.4218 -1.136
P 1.7216 7.7020 -8.1299 0.987
P -0.5852 6.8729 -7.4161 2.337
H 0.2428 6.0591 -9.7695 0.239
H -8.3646 1.8496 10.0896 -1.000


No. 11
8
Properties=species:S:1:pos:R:3:nbo_charge:R:1 method="wB97M-V/def2-TZVPD" fmax_ev_per_a=5.9 total_charge=-2 homo_energy_ev=0.9 energy_ha=-947.72688 homo_lumo_gap_ev=6.5160
C 1.8003 0.1458 0.2658 -1.195
O 0.3895 -2.0403 -0.7410 -1.187
O -1.7968 1.7400 -0.3492 -1.215
O -3.0147 -0.1804 0.6577 -1.211
P -2.1094 0.2341 -0.4399 1.359
P 0.2946 -0.8212 0.1280 1.117
H 2.7857 -0.0891 -0.2642 0.161
H 1.6510 1.0112 0.7428 0.171


No. 12
9
Properties=species:S:1:pos:R:3:nbo_charge:R:1 method="wB97M-V/def2-TZVPD" fmax_ev_per_a=4.3 total_charge=-1 homo_energy_ev=-3.6 energy_ha=-1402.73916 homo_lumo_gap_ev=7.0476
C -0.5941 1.1023 0.3021 -0.071
O 0.7261 0.9134 0.4320 -0.726
O 1.7342 -0.1907 -1.5312 -0.954
O 1.6372 -1.5600 0.5743 -0.927
P -0.9506 -1.1102 -0.7778 -0.222
S -1.4826 1.6502 1.6233 -0.290
S 1.0607 -0.5744 -0.3201 2.045
H -0.9633 1.5635 -0.7009 0.173
H -1.1676 -1.7940 0.3983 -0.028


For each record above, in turn, the calculated energy relative to the best compared isomer or geometry (same formula, charge and spin) values are 451.8 390.7 29.6 161.4 359.8 2.6 41.5 7.7 352.3 102.7 92.3 134.1 kJ/mol.